DFT (the ωB97M-V functional and the def2-TZVPD basis) results for the molecule C2H6N2O3.

Maximum force ... 0.07179 hartree/bohr
LUMO ... 0.7 eV
Gap between HOMO and LUMO ... 10.32 eV
Structure (SMILES) ... CCn1[nH]ooo1
Energy above the lowest of the compared OMol25 structures with the same formula, charge and spin ... 10.681 eV
Charge ... 0

Each line ends with the natural charge from an NBO analysis.
Geometry (Å):
C1 0.974 0.267 -0.018  -0.63
C2 -0.307 -0.459 0.393  -0.29
N1 -1.247 -0.345 -0.691  0.00
N2 -1.878 0.917 -0.528  -0.11
O1 -2.642 0.913 0.505  -0.15
O2 -3.407 -0.501 0.387  -0.09
O3 -2.540 -1.162 -0.458  -0.18
H1 1.266 0.296 -1.137  0.22
H2 1.959 -0.100 0.342  0.23
H3 0.760 1.325 0.259  0.21
H4 -0.464 -0.249 1.450  0.22
H5 0.003 -1.469 0.379  0.21
H6 -2.303 1.167 -1.415  0.35

=====

DFT (the ωB97M-V functional and the def2-TZVPD basis) results for the molecule C6H15N.

Maximum force ... 0.02655 hartree/bohr
LUMO ... 1.2 eV
Gap between HOMO and LUMO ... 9.86 eV
Structure (SMILES) ... CCCC[C@H](C)N
Energy above the lowest of the compared OMol25 structures with the same formula, charge and spin ... 0.686 eV
Charge ... 0

Each line ends with the natural charge from an NBO analysis.
Geometry (Å):
C1 1.206 -0.693 -2.936  -0.61
C2 1.441 -0.221 -1.498  -0.39
C3 0.211 0.555 -0.986  -0.39
C4 0.100 0.919 0.499  -0.41
C5 -1.042 0.212 1.225  -0.04
C6 -1.005 0.642 2.707  -0.62
N1 -0.908 -1.233 1.078  -0.89
H1 0.482 -1.501 -2.887  0.21
H2 0.816 0.107 -3.562  0.20
H3 2.151 -0.980 -3.399  0.21
H4 1.440 -1.123 -0.896  0.19
H5 2.341 0.362 -1.325  0.20
H6 0.122 1.460 -1.601  0.19
H7 -0.655 -0.037 -1.310  0.20
H8 1.014 0.680 1.048  0.20
H9 -0.062 1.998 0.533  0.21
H10 -2.026 0.402 0.803  0.19
H11 -1.728 1.430 2.942  0.21
H12 -0.009 0.972 2.995  0.20
H13 -1.292 -0.194 3.352  0.22
H14 -1.630 -1.755 0.625  0.38
H15 0.017 -1.622 1.072  0.37

=====

DFT (the ωB97M-V functional and the def2-TZVPD basis) results for the molecule C2H7NOS.

Maximum force ... 0.10423 hartree/bohr
LUMO ... 0.8 eV
Gap between HOMO and LUMO ... 10.46 eV
Structure (SMILES) ... CS(C)(=N)=O
Energy above the lowest of the compared OMol25 structures with the same formula, charge and spin ... 2.523 eV
Charge ... 0

Each line ends with the natural charge from an NBO analysis.
Geometry (Å):
C1 -0.305 1.329 -0.675  -0.82
S1 0.149 -0.401 -0.426  1.91
C2 0.363 -0.472 1.390  -0.84
N1 -1.037 -1.210 -0.923  -1.17
O1 1.593 -0.583 -1.069  -0.94
H1 -0.196 1.524 -1.735  0.26
H2 -1.335 1.462 -0.368  0.24
H3 0.378 1.950 -0.109  0.24
H4 0.471 -1.509 1.683  0.25
H5 1.259 0.082 1.639  0.24
H6 -0.520 -0.039 1.842  0.23
H7 -0.819 -2.133 -1.250  0.39

=====

DFT (the ωB97M-V functional and the def2-TZVPD basis) results for the molecule C4H7IOS.

Maximum force ... 0.09942 hartree/bohr
LUMO ... 0.2 eV
Gap between HOMO and LUMO ... 9.82 eV
Structure (SMILES) ... CC(C)(S)C(=O)I
Energy above the lowest of the compared OMol25 structures with the same formula, charge and spin ... 0.433 eV
Charge ... 0

Each line ends with the natural charge from an NBO analysis.
Geometry (Å):
C1 0.413 -0.496 1.012  -0.63
C2 -0.563 -0.723 -0.147  -0.29
C3 -0.095 0.244 -1.290  -0.61
S1 -2.163 -0.092 0.508  0.05
C4 -0.613 -2.209 -0.383  0.51
O1 -0.297 -2.977 0.455  -0.49
I1 -1.507 -2.917 -2.253  0.00
H1 0.489 0.641 1.094  0.22
H2 -0.226 -0.935 1.936  0.22
H3 1.491 -0.956 1.006  0.24
H4 -0.167 1.213 -0.977  0.22
H5 0.943 -0.118 -1.668  0.23
H6 -0.900 0.162 -2.057  0.22
H7 -2.401 0.506 -0.589  0.11

=====

DFT (the ωB97M-V functional and the def2-TZVPD basis) results for C3H5CrLiO3 as an isolated structure.

Maximum force ... 0.07687 hartree/bohr
LUMO (alpha / beta) ... -4.0 / -3.9 eV
Gap between HOMO and LUMO (alpha / beta) ... 7.39 / 9.39 eV
Expectation value of S² ... 8.7528
Spin multiplicity ... 6
Charge ... +1

Each line ends with the natural charge from an NBO analysis.
Geometry (Å):
C1 -2.852 -0.590 -1.150  -0.26
C2 -3.576 -0.420 0.012  -0.55
H1 -2.958 0.141 -1.955  0.21
H2 -2.331 -1.536 -1.314  0.21
H3 -4.277 0.418 0.061  0.22
H4 -3.842 -1.303 0.599  0.24
H5 -1.870 0.218 0.710  0.57
O1 1.173 0.431 -0.183  -0.92
C3 0.137 -0.233 0.180  0.96
O2 0.155 -1.426 0.464  -0.73
O3 -0.977 0.509 0.070  -0.83
Cr1 0.401 2.266 -0.404  0.91
Li1 2.178 -1.269 0.192  0.97

=====

DFT (the ωB97M-V functional and the def2-TZVPD basis) results for a 2-piece molecular cluster, C4H11NO3 overall.

Maximum force ... 0.05022 hartree/bohr
LUMO ... 6.7 eV
Gap between HOMO and LUMO ... 6.09 eV
Energy above the lowest of the compared OMol25 structures with the same formula, charge and spin ... 0.818 eV
Charge ... -2

Each line ends with the natural charge from an NBO analysis.
Geometry (Å):
C1 -0.516 0.511 -0.387  -0.07
O1 -1.928 0.451 -0.576  -0.99
C2 -0.005 -0.870 0.177  -0.07
C3 1.436 -0.956 0.725  -0.44
C4 2.279 0.412 0.882  0.00
O2 3.571 0.118 1.147  -0.99
N1 -0.983 -1.284 1.221  -0.88
H1 -0.348 1.377 0.272  0.13
H2 -0.112 0.626 -1.419  0.12
H3 -0.097 -1.532 -0.718  0.15
H4 2.021 -1.647 0.154  0.18
H5 1.358 -1.350 1.752  0.17
H6 2.124 0.958 -0.113  0.06
H7 1.705 1.071 1.551  0.07
H8 -0.885 -0.561 1.945  0.32
H9 -1.869 -1.026 0.788  0.38
H10 -2.126 1.530 -3.026  0.43
H11 -2.649 0.939 -1.690  0.51
O3 -2.976 1.234 -2.686  -1.08

=====

DFT (the ωB97M-V functional and the def2-TZVPD basis) results for C3H7N3S as an isolated structure.

Maximum force ... 0.12200 hartree/bohr
LUMO (alpha / beta) ... -0.9 / -0.9 eV
Gap between HOMO and LUMO (alpha / beta) ... 7.53 / 7.52 eV
Energy above the lowest of the compared OMol25 structures with the same formula, charge and spin ... 5.853 eV
Charge ... 0

Each line ends with the natural charge from an NBO analysis.
Geometry (Å):
C1 1.126 -0.989 0.114  -0.30
C2 -0.379 -0.867 0.023  -0.29
C3 -1.694 1.225 -0.171  -0.42
N1 1.560 0.412 0.266  -0.21
N2 -0.524 0.563 0.264  -0.20
N3 0.549 1.157 0.345  0.08
S1 3.838 -0.067 -0.049  -0.21
H1 1.288 -1.581 1.083  0.21
H2 1.713 -1.299 -0.660  0.24
H3 -0.804 -1.168 -0.959  0.21
H4 -0.710 -1.655 0.833  0.22
H5 -1.510 2.301 -0.303  0.24
H6 -1.878 0.923 -1.268  0.20
H7 -2.576 1.044 0.483  0.22

=====

Repeat the second record exactly.
DFT (the ωB97M-V functional and the def2-TZVPD basis) results for the molecule C6H15N.

Maximum force ... 0.02655 hartree/bohr
LUMO ... 1.2 eV
Gap between HOMO and LUMO ... 9.86 eV
Structure (SMILES) ... CCCC[C@H](C)N
Energy above the lowest of the compared OMol25 structures with the same formula, charge and spin ... 0.686 eV
Charge ... 0

Each line ends with the natural charge from an NBO analysis.
Geometry (Å):
C1 1.206 -0.693 -2.936  -0.61
C2 1.441 -0.221 -1.498  -0.39
C3 0.211 0.555 -0.986  -0.39
C4 0.100 0.919 0.499  -0.41
C5 -1.042 0.212 1.225  -0.04
C6 -1.005 0.642 2.707  -0.62
N1 -0.908 -1.233 1.078  -0.89
H1 0.482 -1.501 -2.887  0.21
H2 0.816 0.107 -3.562  0.20
H3 2.151 -0.980 -3.399  0.21
H4 1.440 -1.123 -0.896  0.19
H5 2.341 0.362 -1.325  0.20
H6 0.122 1.460 -1.601  0.19
H7 -0.655 -0.037 -1.310  0.20
H8 1.014 0.680 1.048  0.20
H9 -0.062 1.998 0.533  0.21
H10 -2.026 0.402 0.803  0.19
H11 -1.728 1.430 2.942  0.21
H12 -0.009 0.972 2.995  0.20
H13 -1.292 -0.194 3.352  0.22
H14 -1.630 -1.755 0.625  0.38
H15 0.017 -1.622 1.072  0.37